Here is a 10-piece molecular cluster, C40H110N10O10 overall at a distorted geometry from the Open Molecules 2025 dataset. Energies are from the ωB97M-V functional and the def2-TZVPD basis.

Properties
**SMILES**: COC[C@H](C)N.COC[C@H](C)N.COC[C@H](C)N.COC[C@H](C)N.COC[C@H](C)N.COC[C@H](C)N.COC[C@H](C)N.COC[C@H](C)N.COC[C@H](C)N.COC[C@H](C)N
**HOMO**: -8.7 eV
**DFT total energy**: -2889.715614 a.u.
**Frontier orbital gap**: 0.3309 Eh
**Molar mass**: 891.4 g mol⁻¹

Geometry (Å):
C  0.777  2.014  -5.826
C  -0.197  3.120  -5.532
C  0.217  3.977  -4.340
O  0.187  3.217  -3.148
C  0.715  3.956  -2.075
N  -0.465  3.950  -6.731
H  0.602  1.174  -5.152
H  1.812  2.276  -5.571
H  0.776  1.793  -6.892
H  -1.207  2.785  -5.261
H  -0.365  4.893  -4.205
H  1.241  4.295  -4.598
H  0.537  3.504  -1.100
H  0.400  4.998  -1.977
H  1.804  3.963  -2.167
H  0.408  4.148  -7.225
H  -0.700  4.888  -6.402
C  -5.343  0.634  3.458
C  -4.327  1.290  2.544
C  -4.783  2.671  2.117
O  -5.997  2.528  1.368
C  -6.338  3.778  0.796
N  -3.046  1.384  3.244
H  -4.878  -0.213  3.974
H  -6.267  0.315  2.979
H  -5.656  1.273  4.293
H  -4.278  0.598  1.689
H  -4.040  3.089  1.421
H  -4.942  3.347  2.961
H  -5.680  4.023  -0.041
H  -6.366  4.617  1.499
H  -7.373  3.676  0.466
H  -2.385  1.625  2.521
H  -2.786  0.477  3.618
C  -0.807  -2.137  2.771
C  -0.576  -1.731  4.243
C  0.698  -2.414  4.821
O  0.573  -3.795  4.636
C  1.712  -4.597  4.798
N  -0.676  -0.296  4.429
H  -1.413  -1.363  2.301
H  -1.360  -3.074  2.773
H  0.133  -2.269  2.234
H  -1.336  -2.251  4.835
H  0.726  -2.217  5.902
H  1.618  -2.030  4.362
H  1.911  -4.995  5.797
H  2.554  -3.990  4.432
H  1.633  -5.462  4.136
H  -0.210  0.212  3.690
H  -0.267  -0.097  5.337
C  0.509  -0.183  -0.931
C  -0.957  0.072  -0.498
C  -1.094  1.320  0.365
O  -0.244  1.229  1.504
C  -0.026  2.415  2.223
N  -1.828  0.217  -1.673
H  0.577  -0.010  -2.004
H  0.880  -1.144  -0.574
H  1.222  0.547  -0.534
H  -1.398  -0.706  0.130
H  -2.142  1.383  0.677
H  -0.871  2.241  -0.187
H  0.776  2.990  1.747
H  0.283  2.134  3.231
H  -0.921  3.030  2.376
H  -1.783  1.177  -2.008
H  -1.477  -0.348  -2.435
C  2.925  -2.682  -2.907
C  4.204  -2.406  -2.112
C  4.469  -3.500  -1.078
O  3.338  -3.533  -0.252
C  3.495  -4.163  0.992
N  5.289  -2.480  -3.095
H  2.037  -2.701  -2.272
H  2.937  -3.728  -3.232
H  2.778  -2.060  -3.789
H  4.164  -1.413  -1.650
H  5.357  -3.220  -0.487
H  4.734  -4.446  -1.565
H  2.553  -4.058  1.530
H  4.253  -3.651  1.596
H  3.723  -5.232  0.973
H  5.053  -1.963  -3.934
H  6.150  -2.086  -2.731
C  -4.960  -4.940  3.778
C  -5.800  -4.738  2.513
C  -5.101  -5.151  1.223
O  -3.853  -4.514  1.040
C  -3.935  -3.151  0.705
N  -7.086  -5.413  2.722
H  -4.813  -6.008  3.945
H  -5.413  -4.461  4.639
H  -3.981  -4.510  3.551
H  -5.992  -3.671  2.357
H  -5.692  -5.049  0.304
H  -4.895  -6.230  1.259
H  -2.947  -2.828  0.371
H  -4.215  -2.513  1.548
H  -4.574  -3.005  -0.174
H  -7.773  -5.333  1.971
H  -6.905  -6.417  2.613
C  2.763  -0.400  2.128
C  3.958  0.408  2.614
C  5.282  0.056  1.874
O  6.259  1.031  2.207
C  7.199  1.250  1.174
N  3.685  1.824  2.344
H  2.286  -0.097  1.196
H  1.996  -0.395  2.899
H  3.030  -1.439  1.906
H  4.151  0.248  3.675
H  5.112  0.024  0.786
H  5.700  -0.942  2.066
H  7.819  2.142  1.242
H  6.646  1.381  0.245
H  7.860  0.384  1.086
H  3.627  1.978  1.343
H  4.488  2.348  2.677
C  -2.299  1.979  7.192
C  -2.374  3.411  6.678
C  -1.065  3.898  6.067
O  -1.168  5.269  5.836
C  -0.083  5.831  5.093
N  -3.466  3.471  5.682
H  -2.146  1.238  6.407
H  -3.141  1.665  7.808
H  -1.438  1.940  7.873
H  -2.629  4.148  7.447
H  -0.822  3.323  5.158
H  -0.240  3.562  6.721
H  0.728  6.109  5.763
H  -0.532  6.664  4.555
H  0.221  5.097  4.341
H  -3.289  2.701  5.028
H  -3.270  4.261  5.065
C  3.400  1.615  -2.609
C  4.868  1.432  -3.040
C  5.126  1.636  -4.527
O  4.466  0.659  -5.285
C  4.493  0.920  -6.669
N  5.802  2.037  -2.129
H  2.619  1.131  -3.188
H  3.315  2.692  -2.452
H  3.346  1.209  -1.592
H  5.125  0.363  -2.972
H  6.193  1.772  -4.761
H  4.777  2.637  -4.854
H  4.087  1.894  -6.963
H  3.799  0.177  -7.071
H  5.470  0.768  -7.135
H  5.667  1.655  -1.207
H  5.744  3.049  -2.090
C  -2.731  -2.802  -8.060
C  -2.530  -1.683  -7.061
C  -1.333  -1.951  -6.156
O  -1.601  -3.016  -5.229
C  -0.723  -3.072  -4.147
N  -2.230  -0.443  -7.788
H  -2.749  -3.814  -7.662
H  -1.920  -2.803  -8.797
H  -3.619  -2.630  -8.676
H  -3.387  -1.600  -6.384
H  -1.130  -1.087  -5.514
H  -0.419  -2.236  -6.685
H  0.277  -3.310  -4.524
H  -1.024  -3.895  -3.492
H  -0.778  -2.232  -3.444
H  -2.758  -0.526  -8.650
H  -2.489  0.416  -7.326

Here is a 9-piece molecular cluster, C16H52N14O9 overall at a distorted geometry from the Open Molecules 2025 dataset. Energies are from the ωB97M-V functional and the def2-TZVPD basis.

Properties
**SMILES**: COC[C@H](C)N.COC[C@H](C)N.NC(N)=O.NC(N)=O.NC(N)=O.NC(N)=O.NC(N)=O.NC(N)=O.CCO
**HOMO**: -9.2 eV
**DFT total energy**: -2084.644205 a.u.
**Frontier orbital gap**: 0.3503 Eh
**Molar mass**: 584.7 g mol⁻¹

Geometry (Å):
C  -1.381  -0.118  -0.395
C  -0.551  -0.924  0.641
O  -1.386  -1.366  1.730
H  -2.149  -0.752  -0.838
H  -0.870  0.383  -1.217
H  -1.926  0.598  0.220
H  0.350  -0.394  0.949
H  -0.195  -1.790  0.083
H  -1.923  -1.984  1.228
C  2.147  -3.278  3.106
O  2.140  -3.959  4.089
N  3.202  -2.693  2.645
N  1.035  -3.024  2.394
H  4.033  -2.837  3.201
H  3.322  -2.106  1.832
H  0.178  -3.359  2.809
H  1.048  -2.186  1.832
C  1.617  3.592  -2.609
O  1.759  3.186  -3.696
N  2.141  4.649  -2.147
N  0.905  2.944  -1.746
H  2.512  5.223  -2.891
H  1.780  4.859  -1.228
H  0.608  3.416  -0.904
H  0.368  2.211  -2.186
C  0.824  -1.447  -4.171
O  -0.317  -1.821  -4.259
N  1.245  -0.276  -3.819
N  1.837  -2.277  -4.338
H  2.166  -0.044  -4.163
H  0.551  0.446  -3.691
H  1.739  -3.218  -4.692
H  2.807  -2.009  -4.254
C  -2.266  1.225  -3.555
O  -1.073  1.426  -3.558
N  -3.126  2.091  -3.233
N  -2.643  0.020  -3.678
H  -4.124  1.939  -3.249
H  -2.901  3.050  -3.011
H  -1.954  -0.716  -3.740
H  -3.592  -0.279  -3.850
C  -3.896  -3.609  0.925
O  -4.304  -2.835  0.027
N  -2.808  -4.245  0.697
N  -4.511  -3.806  2.066
H  -2.570  -4.261  -0.285
H  -2.406  -4.914  1.338
H  -4.181  -4.412  2.804
H  -5.188  -3.079  2.248
C  -3.726  -0.953  4.675
O  -4.647  -1.050  5.506
N  -2.560  -0.472  5.076
N  -3.706  -1.148  3.382
H  -2.442  -0.399  6.077
H  -1.958  0.041  4.450
H  -2.848  -1.054  2.857
H  -4.552  -1.406  2.894
C  4.600  0.424  -0.715
C  3.916  -0.722  0.004
C  3.235  -1.767  -0.951
O  2.386  -2.612  -0.169
C  2.175  -3.911  -0.729
N  5.043  -1.393  0.742
H  3.820  1.022  -1.187
H  5.113  -0.010  -1.573
H  5.238  1.059  -0.101
H  3.146  -0.436  0.720
H  3.851  -2.319  -1.660
H  2.678  -1.114  -1.622
H  1.662  -3.798  -1.685
H  1.465  -4.377  -0.046
H  3.096  -4.491  -0.781
H  5.856  -1.550  0.163
H  4.898  -2.358  1.001
C  -1.644  4.860  -0.772
C  -0.865  4.777  0.447
C  -1.101  3.414  1.166
O  -0.467  3.605  2.432
C  -0.481  2.417  3.250
N  0.534  5.189  0.308
H  -1.491  5.663  -1.493
H  -2.708  4.905  -0.541
H  -1.508  3.977  -1.397
H  -1.385  5.523  1.048
H  -0.600  2.672  0.544
H  -2.165  3.189  1.234
H  -0.058  1.491  2.860
H  -1.496  2.160  3.555
H  0.027  2.640  4.188
H  1.111  4.878  1.077
H  0.482  6.197  0.304

Here is C39H30CrN3OP2S3SeTe as an isolated structure at a distorted geometry from the Open Molecules 2025 dataset. Energies are from the ωB97M-V functional and the def2-TZVPD basis.

Properties
**HOMO**: -1.2 eV
**DFT total energy**: -7335.043044 a.u.
**Charge**: -2
**Multiplicity**: 4
**Frontier orbital gap**: 0.1934 Eh
**Molar mass**: 973.4 g mol⁻¹

Geometry (Å):
Cr  0.767  1.189  -0.768
S  -0.865  0.376  -2.363
P  -1.372  -0.478  -0.598
C  -0.397  0.145  0.633
P  -0.731  1.372  1.803
S  -0.381  3.296  1.557
C  -2.501  1.308  2.295
C  -2.954  0.703  3.462
C  -4.292  0.786  3.829
C  -5.190  1.475  3.032
C  -4.744  2.081  1.863
C  -3.413  2.000  1.501
C  0.095  0.771  3.325
C  0.358  -0.583  3.497
C  0.938  -1.043  4.670
C  1.261  -0.150  5.682
C  1.006  1.204  5.514
C  0.427  1.661  4.340
C  -1.041  -2.262  -0.735
C  -0.072  -2.862  0.055
C  0.176  -4.222  -0.056
C  -0.538  -4.986  -0.964
C  -1.496  -4.387  -1.772
C  -1.746  -3.030  -1.658
C  -3.193  -0.516  -0.451
C  -3.765  -1.242  0.592
C  -5.138  -1.288  0.737
C  -5.954  -0.610  -0.161
C  -5.390  0.113  -1.200
C  -4.010  0.167  -1.341
H  -2.261  0.170  4.103
H  -4.625  0.315  4.748
H  -6.234  1.543  3.316
H  -5.436  2.627  1.233
H  -3.059  2.511  0.611
H  0.112  -1.264  2.693
H  1.148  -2.100  4.788
H  1.719  -0.508  6.597
H  1.265  1.907  6.297
H  0.235  2.716  4.183
H  0.503  -2.242  0.732
H  0.953  -4.677  0.544
H  -0.329  -6.044  -1.064
H  -2.040  -4.976  -2.501
H  -2.485  -2.560  -2.296
H  -3.125  -1.778  1.285
H  -5.575  -1.843  1.558
H  -7.031  -0.639  -0.040
H  -6.023  0.649  -1.898
H  -3.557  0.736  -2.144
O  1.981  1.483  0.734
C  3.155  2.010  0.812
C  3.600  2.518  2.058
C  4.833  3.105  2.192
C  5.700  3.212  1.101
C  5.301  2.700  -0.116
C  4.054  2.092  -0.284
C  3.667  1.509  -1.552
N  2.490  0.975  -1.865
C  2.567  0.545  -3.168
C  3.791  0.835  -3.665
N  4.484  1.419  -2.631
H  2.911  2.440  2.890
H  5.134  3.497  3.158
H  6.666  3.690  1.204
H  5.982  2.784  -0.957
H  1.728  0.070  -3.646
H  4.242  0.615  -4.615
H  5.421  1.767  -2.672
Te  3.244  -2.862  -2.502
C  3.001  -2.773  -4.587
C  1.969  -3.230  -5.365
C  2.119  -2.971  -6.749
C  3.272  -2.309  -7.047
S  4.170  -2.006  -5.608
H  1.115  -3.733  -4.931
H  1.392  -3.261  -7.497
H  3.623  -1.984  -8.014
Se  0.929  3.456  -1.989
C  -0.749  4.187  -1.880
N  -1.791  4.689  -1.872

Here is an isolated ion of composition C7H14NO and charge +1 at a distorted geometry from the Open Molecules 2025 dataset. Energies are from the ωB97M-V functional and the def2-TZVPD basis.

Properties
**SMILES**: CC(=O)[C@]1(C)[NH2+]C1(C)C
**HOMO**: -14.4 eV
**DFT total energy**: -404.793335 a.u.
**Charge**: +1
**Frontier orbital gap**: 0.4087 Eh
**Molar mass**: 128.2 g mol⁻¹

Geometry (Å):
C  -1.076  1.126  -0.924
C  0.051  0.134  -0.788
C  -0.127  -0.759  0.354
C  -0.980  2.461  -0.252
C  1.642  0.507  -1.477
C  0.934  -1.433  1.089
C  -1.469  -0.604  1.220
N  -0.379  -1.241  -1.079
O  -2.155  0.673  -1.301
H  -0.566  3.185  -0.843
H  -0.383  2.309  0.642
H  -2.062  2.692  -0.119
H  1.866  -0.455  -1.806
H  2.272  0.713  -0.608
H  1.727  1.172  -2.300
H  1.097  -0.814  1.894
H  1.926  -1.575  0.623
H  0.621  -2.449  1.454
H  -2.175  -1.399  1.136
H  -2.038  0.241  0.943
H  -1.251  -0.581  2.262
H  -1.433  -1.413  -1.232
H  0.202  -1.878  -1.601

Here is an isolated molecule of C5H10 at a distorted geometry from the Open Molecules 2025 dataset. Energies are from the ωB97M-V functional and the def2-TZVPD basis.

Properties
**SMILES**: CC=C(C)C
**HOMO**: -8.8 eV
**DFT total energy**: -196.478370 a.u.
**Frontier orbital gap**: 0.3639 Eh
**Molar mass**: 70.1 g mol⁻¹

Geometry (Å):
C  -2.028  -0.179  -0.012
C  -0.650  -0.754  0.017
C  0.460  -0.042  -0.004
C  0.422  1.502  0.015
C  1.823  -0.709  -0.011
H  -2.623  -0.605  -0.836
H  -2.592  -0.338  0.905
H  -1.984  0.925  -0.242
H  -0.564  -1.826  0.129
H  1.428  1.935  -0.061
H  -0.205  1.933  -0.781
H  -0.024  1.773  0.956
H  2.638  0.052  0.042
H  1.807  -1.454  0.784
H  1.958  -1.299  -0.929

Here is a 2-piece molecular cluster, H2O overall at a distorted geometry from the Open Molecules 2025 dataset. Energies are from the ωB97M-V functional and the def2-TZVPD basis.

Properties
**HOMO (alpha / beta)**: -12.4 / -11.1 eV
**DFT total energy**: -76.240880 a.u.
**Frontier orbital gap (alpha / beta)**: 0.4655 / 0.3392 Eh
**Molar mass**: 18.0 g mol⁻¹

Geometry (Å):
O  -0.661  0.079  -0.001
H  -0.835  -0.907  -0.019
H  1.496  0.829  0.021

Here is C30H22N5PdSe2 as an isolated structure at a distorted geometry from the Open Molecules 2025 dataset. Energies are from the ωB97M-V functional and the def2-TZVPD basis.

Properties
**HOMO**: -3.6 eV
**DFT total energy**: -6361.004862 a.u.
**Charge**: -1
**Frontier orbital gap**: 0.1670 Eh
**Molar mass**: 716.9 g mol⁻¹

Geometry (Å):
Pd  -0.222  -0.193  0.208
C  1.396  3.009  2.385
C  0.923  2.898  3.698
C  0.095  1.867  4.022
C  -0.293  0.909  3.041
N  0.180  1.050  1.764
C  0.996  2.063  1.472
N  -1.099  -0.059  3.456
C  -1.565  -1.046  2.708
N  -1.340  -1.303  1.388
C  -2.006  -2.423  0.990
N  -2.038  -2.994  -0.204
C  -1.398  -2.562  -1.281
C  -1.568  -3.335  -2.466
C  -0.952  -2.973  -3.626
C  -0.139  -1.833  -3.644
C  0.002  -1.121  -2.478
N  -0.599  -1.450  -1.333
C  -2.718  -2.939  2.128
C  -3.548  -4.041  2.299
C  -4.088  -4.258  3.549
C  -3.813  -3.398  4.621
C  -2.991  -2.302  4.466
C  -2.439  -2.069  3.212
H  2.055  3.811  2.092
H  1.217  3.625  4.441
H  -0.293  1.737  5.019
H  1.349  2.127  0.442
H  -2.199  -4.206  -2.401
H  -1.083  -3.557  -4.525
H  0.364  -1.518  -4.545
H  0.634  -0.232  -2.457
H  -3.751  -4.694  1.465
H  -4.738  -5.108  3.711
H  -4.256  -3.603  5.586
H  -2.771  -1.631  5.282
Se  -0.777  1.965  -1.333
C  -1.639  3.369  -2.298
C  -1.845  3.236  -3.669
C  -2.269  4.317  -4.413
C  -2.509  5.536  -3.798
C  -2.351  5.659  -2.426
C  -1.921  4.583  -1.676
H  -1.645  2.285  -4.143
H  -2.401  4.204  -5.482
H  -2.818  6.388  -4.385
H  -2.551  6.602  -1.933
H  -1.778  4.680  -0.609
Se  2.452  -0.422  -0.169
C  4.308  -0.767  -0.473
C  4.752  -1.799  -1.294
C  6.104  -1.963  -1.524
C  7.024  -1.103  -0.946
C  6.586  -0.084  -0.114
C  5.239  0.079  0.126
H  4.036  -2.467  -1.752
H  6.439  -2.772  -2.162
H  8.080  -1.230  -1.138
H  7.293  0.588  0.357
H  4.885  0.869  0.775

Here is a 15-piece molecular cluster, H30O15 overall at a distorted geometry from the Open Molecules 2025 dataset. Energies are from the ωB97M-V functional and the def2-TZVPD basis.

Properties
**HOMO**: -9.4 eV
**DFT total energy**: -1146.571803 a.u.
**Frontier orbital gap**: 0.3201 Eh
**Molar mass**: 270.2 g mol⁻¹

Geometry (Å):
O  -0.231  3.044  -0.529
H  -0.172  2.535  0.314
H  -0.852  3.753  -0.318
O  2.188  0.150  -1.407
H  2.984  -0.295  -1.650
H  2.428  0.958  -0.938
O  0.142  -1.536  2.810
H  0.427  -1.861  3.654
H  0.875  -1.689  2.243
O  -2.022  0.570  3.237
H  -1.437  1.302  3.189
H  -1.334  -0.083  3.357
O  -0.258  -0.878  -2.853
H  -0.621  -1.291  -3.627
H  -0.342  0.063  -3.061
O  2.179  0.562  -4.047
H  1.970  0.166  -3.216
H  1.811  1.471  -3.949
O  -0.271  -2.734  -0.548
H  -0.323  -1.787  -0.447
H  -0.342  -2.974  0.367
O  2.439  0.922  2.901
H  3.360  0.722  3.061
H  1.918  0.128  3.175
O  2.609  -2.473  0.207
H  2.789  -3.417  0.250
H  2.158  -2.517  -0.665
O  -2.467  1.036  0.302
H  -2.622  0.903  1.230
H  -1.584  0.671  0.085
O  0.011  2.331  2.250
H  0.209  3.181  2.582
H  0.915  1.861  2.388
O  -2.756  -1.208  -1.758
H  -1.833  -1.199  -1.915
H  -3.162  -1.180  -2.617
O  -0.885  1.799  -2.898
H  -1.829  1.785  -2.750
H  -0.527  2.042  -2.069
O  -0.139  0.030  -0.083
H  0.191  0.114  0.791
H  0.722  0.038  -0.565
O  -2.354  -1.804  1.407
H  -1.474  -1.577  1.695
H  -2.497  -1.649  0.433